# 1
The following is a DFT calculation (ωB97M-V/def2-TZVPD) of a 5-piece molecular cluster, C47H92Br2N3O17P overall at a distorted geometry.

Positions of all 162 atoms, in Å:
C 2.231603 0.015422 2.700878
C 3.090435 -0.387073 3.967157
C 3.379425 0.800471 4.975652
C 4.776806 1.503841 4.664237
C 4.901883 1.887946 3.137082
C 5.937956 1.260814 2.339172
C 6.952116 0.223437 2.907935
C 7.960570 0.786074 4.008560
C 7.967861 2.351751 4.182819
C 6.001281 1.612372 0.872242
O 6.987870 0.955893 0.109344
C 8.161168 1.812269 0.184182
C 9.474324 1.111529 -0.307135
O 10.055412 0.303026 0.733368
C 9.794490 -1.094240 0.536472
C 11.099613 -1.963554 0.364446
C 5.067957 2.575402 0.284610
C 5.205647 2.845679 -1.244213
Br 3.871601 1.783246 -2.294376
C 5.195394 4.366712 -1.639776
C 6.243084 5.250533 -0.871597
Br 5.625795 4.469079 -3.600255
C 4.020369 3.214885 1.152533
N 3.148135 4.097206 0.528375
C 2.249691 4.653086 1.369301
N 1.285154 5.603435 0.821524
C 2.217234 4.324932 2.830707
C 1.140408 5.087419 3.708942
P 1.337649 4.757203 5.526239
O 1.219094 3.307762 5.879895
O 2.729368 5.369592 6.180493
O 0.071287 5.551759 6.271065
N 3.012932 3.441928 3.490278
C 3.918550 2.902456 2.587104
H 1.365436 0.637851 3.044799
H 2.837331 0.533590 1.898390
H 1.865897 -0.943955 2.232094
H 4.065125 -0.892491 3.722042
H 2.476650 -1.146725 4.540415
H 2.543007 1.540709 5.069988
H 3.489925 0.324259 5.999155
H 5.573882 0.791508 4.995062
H 4.902495 2.435273 5.297024
H 6.368395 -0.636064 3.359685
H 7.588356 -0.258291 2.109620
H 9.005072 0.420634 3.773587
H 7.701610 0.301403 4.997499
H 7.122505 2.752414 4.803522
H 7.951696 2.893455 3.201885
H 8.914712 2.654647 4.725118
H 8.315509 2.061618 1.277372
H 7.925717 2.766253 -0.370284
H 9.359538 0.564365 -1.282739
H 10.219491 1.940845 -0.499976
H 9.284378 -1.471750 1.476882
H 9.090207 -1.324545 -0.307372
H 11.633540 -1.647687 -0.582092
H 10.867695 -3.060503 0.245362
H 11.808817 -1.875278 1.229005
H 6.203540 2.435602 -1.571572
H 4.186308 4.854836 -1.553502
H 5.853830 5.624073 0.120702
H 7.253667 4.784233 -0.746796
H 6.394110 6.181436 -1.496895
H 0.343397 5.328630 1.125788
H 1.497514 6.499278 1.270632
H 1.327349 6.193288 3.548721
H 0.088306 4.883956 3.382820
H 3.478643 4.754925 6.075263
H 0.316694 5.756991 7.193044
C -1.751263 0.122464 -3.936146
O -1.492345 1.499660 -4.115410
C -2.683981 2.270684 -4.193311
C -2.431631 3.695088 -3.726351
O -2.363808 3.824022 -2.307652
C -1.182940 3.316779 -1.686605
C 0.053488 4.158999 -1.956185
O 0.579366 3.873079 -3.245222
C 1.382766 4.922793 -3.740952
H -2.295801 -0.282227 -4.795363
H -0.795320 -0.393683 -3.844947
H -2.321978 -0.044311 -3.016119
H -3.475769 1.821830 -3.580467
H -3.002360 2.281279 -5.242975
H -3.289487 4.302396 -4.029590
H -1.553121 4.130950 -4.204420
H -1.024326 2.268300 -1.941947
H -1.386768 3.353430 -0.611880
H 0.829518 3.918286 -1.220190
H -0.204666 5.221324 -1.873127
H 0.803684 5.850932 -3.810423
H 1.714171 4.650569 -4.743048
H 2.260262 5.072458 -3.103351
C 2.524291 -4.165827 -0.270469
O 2.636522 -5.028530 0.843456
C 3.317053 -4.420881 1.933530
C 2.867848 -5.029587 3.251546
O 1.598872 -4.553077 3.694260
C 0.458935 -5.036266 2.986008
C 0.151040 -6.499370 3.261122
O 1.009481 -7.341910 2.503391
C 1.119117 -8.635049 3.059510
H 3.514390 -3.909486 -0.660616
H 1.959138 -4.683734 -1.045604
H 1.979934 -3.255204 0.002422
H 3.131590 -3.339449 1.950930
H 4.390141 -4.600598 1.793101
H 3.577420 -4.715963 4.022436
H 2.892791 -6.120091 3.225386
H 0.544105 -4.832619 1.917744
H -0.380868 -4.441624 3.355831
H -0.881376 -6.719086 2.961032
H 0.265483 -6.699389 4.332874
H 1.512933 -8.582730 4.080694
H 1.820896 -9.206003 2.451476
H 0.148630 -9.141819 3.055244
C -8.630391 -0.984100 -1.753227
O -8.375685 0.394589 -1.935165
C -9.569616 1.162990 -2.003367
C -9.317037 2.588193 -1.539261
O -9.237744 2.719136 -0.121549
C -8.052136 2.219019 0.494222
C -6.821771 3.067412 0.215723
O -6.301425 2.783013 -1.074920
C -5.505769 3.838103 -1.577853
H -9.181146 -1.389428 -2.607810
H -7.673466 -1.499761 -1.669431
H -9.192900 -1.150921 -0.828341
H -10.355015 0.712703 -1.383927
H -9.896707 1.172288 -3.050433
H -10.178765 3.192722 -1.835730
H -8.443349 3.025246 -2.025254
H -7.889049 1.170810 0.240175
H -8.249866 2.257368 1.569042
H -6.040455 2.831781 0.949740
H -7.085647 4.128373 0.297852
H -6.091865 4.762187 -1.646173
H -5.178207 3.567075 -2.580846
H -4.626939 3.993117 -0.946616
C -8.329137 -4.363342 -6.983921
O -8.230279 -5.207549 -5.855377
C -7.579287 -4.576323 -4.760187
C -8.047759 -5.171808 -3.442616
O -9.331308 -4.704846 -3.031692
C -10.448068 -5.213498 -3.759382
C -10.741241 -6.677453 -3.472950
O -9.853957 -7.516341 -4.200496
C -9.738376 -8.801101 -3.625962
H -7.334094 -4.101451 -7.357513
H -8.872209 -4.899317 -7.762516
H -8.889350 -3.455174 -6.736109
H -7.777486 -3.497291 -4.762372
H -6.501710 -4.745475 -4.874846
H -7.357737 -4.838738 -2.662311
H -8.009309 -6.262051 -3.452134
H -10.341609 -5.021472 -4.827835
H -11.304418 -4.626402 -3.416204
H -11.763331 -6.915798 -3.793448
H -10.648337 -6.862710 -2.396472
H -9.368629 -8.730675 -2.596937
H -9.014872 -9.368976 -4.210896
H -10.701108 -9.322011 -3.645804

Atoms 1-3, force components in eV/Å:
0.74 -0.75 -0.01
-0.72 0.28 0.62
0.67 -0.49 0.40

Structure (SMILES) = CCCCc1c(CCC)c(OCCOCC)c([C@@H](Br)[C@@H](C)Br)c2nc(N)c(CP(=O)(O)O)nc12.COCCOCCOC.COCCOCCOC.COCCOCCOC.COCCOCCOC
Charge = 0
E_HOMO = -8.7 eV


# 2
The following is a DFT calculation (ωB97M-V/def2-TZVPD) of a 5-piece molecular cluster, C18H42Br6O8P2 overall at a distorted geometry.

Positions of all 76 atoms, in Å:
C -1.671427 8.272534 -0.959840
C -0.663620 7.093883 -1.053948
O -0.726913 6.376999 0.158490
P 0.201166 5.116852 0.426756
O 0.993107 4.770132 -0.760603
O -0.798033 4.042465 1.029530
C -0.408644 2.676138 0.841079
C 1.019950 2.364650 1.176761
O 1.127296 5.356823 1.682881
C 2.319070 6.083056 1.553634
C 3.450300 5.569948 2.506328
H -2.686243 7.887964 -0.919438
H -1.447117 8.827483 -0.044832
H -1.569195 8.936348 -1.818328
H -0.928821 6.373931 -1.830494
H 0.355200 7.410765 -1.218115
H -1.044630 2.081464 1.490465
H -0.613006 2.432310 -0.189132
H 1.665264 2.854146 0.416497
H 1.321471 2.631984 2.216813
H 1.025054 1.299726 1.168000
H 2.650642 5.928240 0.499264
H 2.268598 7.128208 1.794328
H 4.285747 6.290429 2.479485
H 3.078043 5.755796 3.523240
H 3.797339 4.548571 2.383676
C 0.720449 -2.221888 -4.075433
C 0.843975 -3.728534 -3.806238
O 0.197517 -4.112048 -2.602074
P 0.035447 -5.654476 -2.282246
O -0.235523 -6.527125 -3.429000
O 1.323634 -6.051758 -1.492081
C 1.827410 -5.285573 -0.404607
C 3.360994 -5.457545 -0.417776
O -0.993396 -5.488731 -1.145889
C -1.880541 -6.584329 -0.821450
C -1.120404 -7.577018 0.035744
H 1.116796 -1.575243 -3.293720
H 1.349854 -2.090517 -4.963015
H -0.310188 -1.932053 -4.154689
H 0.486500 -4.318049 -4.670914
H 1.897789 -3.962756 -3.754143
H 1.468607 -4.291479 -0.571036
H 1.418211 -5.718079 0.545626
H 3.694330 -4.992377 -1.340197
H 3.817548 -4.977991 0.429558
H 3.682486 -6.489085 -0.572957
H -2.672255 -6.109420 -0.267310
H -2.199849 -7.014259 -1.766845
H -0.743506 -6.979416 0.858628
H -1.807837 -8.247752 0.535765
H -0.376106 -8.128448 -0.539879
Br -3.332142 -1.161709 -2.832864
C -2.524207 0.676405 -2.690885
C -1.368355 0.803591 -3.681600
Br -0.983090 2.741356 -3.668179
H -2.195360 0.736320 -1.646220
H -3.349713 1.338227 -2.949073
H -1.710840 0.462544 -4.658746
H -0.468997 0.327798 -3.337468
Br -2.191388 0.765263 4.066483
C -0.987794 0.951267 5.572493
C -1.423229 2.215797 6.246514
Br -0.330254 2.467249 7.850489
H -0.002726 0.977084 5.156578
H -1.172125 0.069827 6.162789
H -2.411007 1.981276 6.556831
H -1.290151 3.097075 5.640561
Br 0.323686 -0.928072 -0.218584
C -0.681936 -2.514434 -0.062676
C -1.152894 -2.790420 1.347601
Br 0.388997 -3.332019 2.514961
H -0.066923 -3.306292 -0.395122
H -1.550450 -2.460496 -0.732720
H -1.741184 -3.675765 1.296814
H -1.680422 -2.036748 1.875705

Atoms 1-3, force components in eV/Å:
1.01 -0.79 0.09
-0.94 0.44 -0.77
0.06 -0.65 1.96

Structure (SMILES) = CCOP(=O)(OCC)OCC.CCOP(=O)(OCC)OCC.BrCCBr.BrCCBr.BrCCBr
ΔE to the lowest compared entry with this formula, charge and spin = 0.0 kJ/mol
Charge = 0
E_HOMO = -10.3 eV